(1)
{"formula": "C56H57ClN5O3Sn", "method": "wB97M-V/def2-TZVPD", "homo_ev": [-10.05, -10.05], "energy_ha": -3341.943392, "total_charge": 1, "spin_multiplicity": 1, "gap_ev": [5.9, 5.9], "species": ["Sn", "C", "C", "C", "C", "C", "C", "C", "C", "C", "C", "C", "C", "N", "C", "C", "N", "C", "C", "C", "C", "C", "C", "C", "C", "C", "C", "C", "C", "C", "C", "C", "C", "C", "C", "C", "C", "C", "C", "H", "H", "H", "H", "H", "H", "H", "H", "H", "H", "H", "H", "H", "H", "H", "H", "H", "H", "H", "H", "H", "H", "H", "H", "H", "H", "H", "H", "H", "H", "H", "H", "H", "H", "H", "H", "H", "H", "H", "H", "C", "C", "C", "C", "C", "C", "N", "N", "C", "C", "C", "C", "C", "N", "H", "H", "H", "H", "H", "H", "H", "H", "H", "C", "C", "C", "C", "Cl", "C", "C", "C", "O", "C", "C", "O", "O", "H", "H", "H", "H", "H", "H", "H", "H"], "xyz": [[0.25527, 1.14182, 0.07352], [0.29576, -4.03522, -1.77464], [0.29342, -3.41321, -0.36870], [1.35976, -4.12890, 0.47455], [-1.11291, -3.45756, 0.25372], [-1.71174, -4.64112, 0.39079], [-3.04216, -5.00821, 0.84767], [-4.04665, -4.21799, 1.23445], [-4.06366, -2.74972, 1.26162], [-5.39491, -2.14404, 1.70754], [-5.60110, -0.72011, 1.20164], [-5.46215, -2.19589, 3.24062], [-1.76209, -2.09317, 0.50143], [-0.95056, -1.27389, 1.49030], [-0.12618, -1.70348, 2.43109], [1.03147, -0.85010, 2.84714], [1.50876, 0.12608, 2.17202], [2.82784, 0.56820, 2.50147], [2.97944, 1.88060, 2.98945], [4.23608, 2.29428, 3.41338], [5.32741, 1.44784, 3.33393], [5.17658, 0.17914, 2.79963], [3.94358, -0.29341, 2.37210], [3.90745, -1.65147, 1.67684], [4.39951, -2.80602, 2.55854], [4.77263, -1.57796, 0.41239], [1.80912, 2.85043, 3.07582], [2.05294, 4.05959, 2.15996], [1.54398, 3.30938, 4.51396], [1.56930, -1.45766, 4.08172], [2.48389, -1.05195, 5.01824], [2.72881, -1.89060, 6.12986], [2.05722, -3.07315, 6.31387], [1.05654, -3.47904, 5.39680], [0.20907, -4.60889, 5.51156], [-0.81555, -4.78530, 4.61628], [-1.04523, -3.90170, 3.53867], [-0.17301, -2.85984, 3.32725], [0.85112, -2.65176, 4.29029], [1.27961, -3.92569, -2.23698], [-0.43464, -3.56514, -2.42973], [0.07330, -5.10307, -1.72648], [0.59247, -2.36981, -0.45526], [1.10663, -5.18203, 0.62423], [1.48717, -3.67104, 1.45505], [2.32016, -4.08802, -0.04695], [-1.11054, -5.50009, 0.10472], [-3.22796, -6.07691, 0.86626], [-4.96949, -4.69448, 1.54792], [-6.18593, -2.78266, 1.30237], [-4.83669, -0.05569, 1.60803], [-6.58484, -0.35798, 1.51054], [-5.53870, -0.67766, 0.11160], [-4.69694, -1.54072, 3.66630], [-5.30223, -3.21009, 3.62023], [-6.43987, -1.85510, 3.58802], [4.36350, 3.29114, 3.81927], [6.30062, 1.78158, 3.67549], [6.04793, -0.46110, 2.70919], [2.89004, -1.86630, 1.35681], [5.45920, -2.68482, 2.79713], [4.28476, -3.75430, 2.02524], [3.84709, -2.87605, 3.49593], [5.83257, -1.50301, 0.66903], [4.49976, -0.70561, -0.17823], [4.63330, -2.47567, -0.19990], [0.91367, 2.33331, 2.74879], [2.88274, 4.66417, 2.53605], [1.16427, 4.69587, 2.11344], [2.30794, 3.74873, 1.14925], [2.43046, 3.77380, 4.95311], [1.25402, 2.46425, 5.14429], [0.73201, 4.04050, 4.53224], [3.02017, -0.11609, 4.92800], [3.47445, -1.58531, 6.85181], [2.26572, -3.69648, 7.17797], [0.34808, -5.30912, 6.32906], [-1.49264, -5.62103, 4.74695], [-1.91486, -4.05331, 2.92124], [-2.45122, 2.12087, 4.94595], [-2.27339, 0.74462, 5.01522], [-1.80956, 0.02480, 3.92572], [-1.54027, 0.67313, 2.71094], [-1.72212, 2.06043, 2.65525], [-2.16640, 2.77539, 3.75626], [-1.25060, 0.04151, 1.48633], [-3.12570, -1.92642, 0.99738], [-1.84662, -1.38336, -0.90459], [-2.58994, -2.07606, -1.85442], [-2.90435, -1.47161, -3.05636], [-2.48236, -0.17190, -3.29116], [-1.73699, 0.44891, -2.31419], [-1.41265, -0.14178, -1.15362], [-2.80903, 2.67051, 5.80771], [-2.48604, 0.22225, 5.94069], [-1.67957, -1.04424, 4.03796], [-1.53687, 2.57601, 1.72011], [-2.30614, 3.84911, 3.67848], [-2.95065, -3.07322, -1.63362], [-3.47694, -2.00479, -3.80586], [-2.71688, 0.34530, -4.21140], [-1.37121, 1.45817, -2.45396], [2.94053, -0.29075, -6.85221], [1.74313, -1.02137, -6.30604], [0.84796, -1.67479, -7.13794], [-0.25506, -2.33561, -6.61375], [-1.35790, -3.15131, -7.67830], [-0.48518, -2.34531, -5.25561], [0.39601, -1.68718, -4.40666], [1.50410, -1.04219, -4.92596], [2.42654, -0.40034, -4.15091], [2.52504, -0.78746, -2.80840], [1.58294, -0.05407, -1.86782], [0.98784, 0.98070, -2.21028], [1.47353, -0.53827, -0.66921], [3.07282, -0.49863, -7.91324], [3.84692, -0.57527, -6.31677], [2.82119, 0.78730, -6.71724], [1.02026, -1.67842, -8.20901], [-1.34617, -2.86626, -4.85849], [0.20626, -1.67669, -3.33793], [3.53402, -0.52954, -2.49509], [2.39481, -1.86403, -2.67255]], "atomic_forces_ev_per_a": [[-0.4, 0.0, 0.6], [0.0, 0.0, 0.1], [-0.1, -0.2, 0.1], [-0.1, 0.1, 0.0], [0.4, 0.3, 0.0], [-0.1, -0.2, 0.0], [0.1, 0.0, 0.0], [-0.1, 0.1, 0.0], [0.2, 0.1, 0.0], [0.2, 0.1, 0.0], [0.0, -0.1, 0.0], [0.0, -0.1, 0.0], [-0.5, -0.2, 0.0], [-0.3, -0.1, 0.3], [-0.3, -0.1, -0.3], [0.4, 0.4, 0.4], [-0.2, -0.5, -0.2], [0.4, 0.2, 0.2], [-0.3, -0.1, -0.1], [0.1, 0.0, 0.0], [0.0, 0.1, 0.1], [0.1, 0.0, 0.0], [-0.2, 0.1, -0.3], [0.1, 0.1, 0.1], [-0.1, 0.0, 0.0], [-0.1, -0.1, 0.0], [0.3, 0.2, 0.1], [0.0, -0.1, 0.2], [0.0, -0.1, 0.0], [-0.1, -0.2, 0.1], [0.0, 0.1, 0.0], [0.0, 0.0, 0.0], [0.0, -0.1, 0.1], [0.0, 0.0, -0.1], [0.0, 0.0, 0.0], [-0.1, -0.1, 0.0], [0.0, 0.1, -0.1], [0.2, -0.3, 0.0], [0.0, 0.1, -0.1], [0.0, 0.0, 0.0], [-0.1, 0.0, 0.0], [0.0, 0.0, 0.0], [0.0, -0.1, 0.0], [0.0, 0.0, 0.0], [0.0, 0.0, 0.0], [0.0, 0.0, 0.0], [0.0, 0.0, 0.0], [0.0, 0.0, 0.0], [0.0, 0.0, 0.0], [0.0, 0.0, 0.0], [0.0, 0.0, 0.0], [0.1, 0.0, 0.0], [0.0, 0.0, 0.1], [0.0, 0.0, 0.0], [0.0, 0.1, 0.0], [0.1, 0.0, 0.0], [0.0, 0.0, 0.0], [-0.1, 0.0, 0.0], [-0.1, 0.0, 0.0], [-0.1, 0.0, 0.0], [-0.1, 0.0, 0.0], [0.0, 0.1, 0.0], [0.0, 0.0, 0.0], [-0.1, 0.0, -0.1], [0.0, 0.1, -0.1], [0.0, 0.1, 0.1], [-0.1, -0.1, -0.1], [-0.1, 0.0, 0.0], [0.1, -0.1, 0.0], [0.0, 0.0, -0.1], [-0.1, 0.0, 0.0], [0.0, 0.1, 0.0], [0.0, -0.1, 0.0], [0.0, -0.1, 0.0], [0.0, 0.0, 0.0], [0.0, 0.1, -0.1], [0.0, 0.1, -0.1], [0.0, 0.0, 0.0], [0.0, 0.0, -0.1], [0.0, 0.0, 0.0], [0.0, 0.0, 0.0], [0.0, 0.0, -0.1], [-0.2, 0.0, 0.3], [0.1, -0.1, -0.1], [0.0, 0.0, 0.1], [0.5, 0.2, -0.5], [0.2, 0.0, -0.2], [-0.2, 0.3, 0.3], [-0.1, -0.1, 0.1], [0.0, 0.1, -0.1], [-0.1, -0.1, 0.0], [0.0, -0.1, 0.1], [0.3, -0.2, -0.1], [0.0, 0.0, -0.1], [0.0, 0.0, -0.1], [-0.1, 0.1, 0.0], [-0.1, 0.0, 0.0], [0.0, -0.1, 0.0], [0.1, 0.0, 0.0], [0.0, 0.0, 0.1], [0.0, 0.0, 0.0], [0.0, -0.1, 0.0], [-0.1, 0.0, 0.1], [0.1, 0.1, -0.1], [0.1, 0.0, -0.1], [0.0, 0.0, 0.0], [0.0, 0.0, 0.0], [-0.1, 0.0, 0.1], [0.1, 0.0, 0.1], [-0.1, -0.1, -0.2], [0.1, 0.0, 0.1], [-0.1, 0.1, 0.1], [0.2, 0.0, -0.2], [0.4, -0.5, -0.1], [0.0, 0.7, -0.4], [0.0, 0.0, 0.0], [0.0, 0.0, 0.0], [0.0, 0.0, 0.0], [0.0, 0.0, 0.1], [0.0, 0.0, 0.0], [0.0, 0.0, -0.1], [0.1, 0.0, 0.1], [0.0, 0.0, 0.0]]}

(2)
{"formula": "C3H9N4", "method": "wB97M-V/def2-TZVPD", "smiles": "NC1=[NH+]NC[C@@H]1N", "homo_ev": -12.80, "energy_ha": -338.407774, "total_charge": 1, "spin_multiplicity": 1, "gap_ev": 9.5, "species": ["C", "C", "C", "N", "N", "N", "N", "H", "H", "H", "H", "H", "H", "H", "H", "H"], "xyz": [[0.98484, -0.32973, -0.11735], [-0.85740, 1.30717, -0.05032], [-0.77366, -0.16470, -0.42230], [1.67718, -1.40513, -0.14450], [1.41290, 0.83542, 0.24158], [-1.57934, -0.93841, 0.40018], [0.49813, 1.79216, 0.03363], [-1.49181, 1.85843, -0.82244], [-1.38247, 1.40166, 0.79440], [-1.02045, -0.35865, -1.53350], [2.37951, -1.66568, 0.51531], [2.23101, 1.00425, 0.78258], [-1.35010, -1.99552, 0.46820], [1.47468, -2.07164, -0.83430], [0.79644, 2.75364, 0.03215], [-1.57796, -0.65734, 1.40298]], "atomic_forces_ev_per_a": [[-3.1, 2.0, -0.9], [0.6, 0.5, -4.3], [2.3, 0.1, -1.9], [1.2, -2.0, 0.8], [-0.4, -1.8, -0.1], [0.4, -3.1, 2.3], [-1.4, 2.7, 0.1], [1.2, -0.5, 0.8], [-1.8, 0.4, 3.7], [0.8, 0.1, 1.7], [0.7, 0.2, 0.2], [0.8, 0.4, 0.3], [-0.7, 2.3, -0.8], [-0.6, -1.2, -0.7], [-0.1, -0.2, 0.0], [0.0, 0.1, -1.1]]}